No. 1
C41H50Cl4F5N3O3 | wB97M-V/def2-TZVPD

Positions of all 106 atoms, in Å:
Cl  2.794  6.167  -3.574
Cl  0.634  4.837  -5.143
Cl  3.180  -6.074  5.060
Cl  5.939  -5.749  4.302
F  6.707  1.695  -0.650
F  -2.226  -3.408  -9.506
F  2.796  1.435  5.574
F  -8.562  -1.655  -0.474
F  -2.916  3.270  8.462
O  -7.198  4.053  -5.375
O  -2.517  -0.413  -1.219
O  5.367  -3.951  -2.131
N  7.471  -4.193  -2.884
N  -6.148  2.961  -3.686
N  -2.834  -0.410  1.009
C  3.068  1.537  6.871
C  -4.668  2.319  11.472
C  -8.023  -3.323  -2.053
C  9.545  0.351  1.151
C  -10.052  -2.480  -3.662
C  -1.543  -2.224  -9.479
C  7.954  1.268  -0.351
C  -8.123  -3.936  -3.338
C  -6.945  3.409  -2.522
C  2.984  2.728  8.955
C  2.880  2.762  7.513
C  -3.512  3.340  9.637
C  -2.053  -0.403  -0.054
C  3.393  0.339  8.900
C  2.234  4.672  -4.432
C  -1.760  -1.315  -10.511
C  -0.028  -0.709  -8.455
C  -9.091  -3.376  -4.211
C  10.515  0.365  0.144
C  -0.119  0.127  -9.566
C  -4.640  3.472  12.178
C  -0.584  -0.307  0.226
C  5.896  -3.455  -4.435
C  -5.601  2.377  -5.964
C  -0.948  -0.195  -10.585
C  -3.597  4.566  10.270
C  -8.890  -2.307  -1.600
C  3.303  0.316  7.494
C  8.967  1.262  -1.397
C  -6.402  3.255  -4.956
C  6.232  -3.837  -2.999
C  4.334  -5.913  3.587
C  -2.482  -0.267  2.396
C  -3.989  2.215  10.258
C  -10.014  -2.005  -2.373
C  8.267  0.813  0.931
C  -4.158  4.656  11.540
C  10.246  0.920  -1.112
C  -0.762  -1.902  -8.411
C  3.253  1.498  9.616
C  8.215  -4.916  -1.798
H  11.518  0.009  0.325
H  -4.805  1.937  -5.362
H  -3.782  -0.623  0.735
H  -1.752  0.540  2.461
H  -5.128  2.999  -6.724
H  -7.240  2.617  -1.833
H  8.872  -5.712  -2.148
H  -7.841  3.938  -2.847
H  8.742  1.604  -2.396
H  4.829  -3.416  -4.651
H  -3.315  0.001  3.045
H  -1.980  -1.120  2.852
H  -6.317  1.644  -6.335
H  -7.393  -4.604  -3.771
H  -4.083  5.611  12.040
H  0.554  0.968  -9.653
H  -5.141  1.435  11.873
H  3.296  -0.544  6.841
H  -4.989  3.668  13.181
H  -0.044  -0.401  -0.716
H  2.181  3.905  -3.660
H  -6.423  4.135  -1.898
H  7.993  -3.792  -3.650
H  -0.174  -1.129  0.812
H  2.917  4.458  -5.254
H  7.393  -5.439  -1.310
H  -0.541  -2.506  -7.544
H  -2.423  -1.572  -11.324
H  10.926  1.124  -1.926
H  8.621  -4.188  -1.096
H  -10.845  -2.150  -4.317
H  4.246  -6.617  2.760
H  6.387  -2.516  -4.694
H  2.732  3.696  6.990
H  -4.019  1.265  9.744
H  -0.961  0.509  -11.404
H  3.490  -0.492  9.584
H  2.926  3.692  9.438
H  7.544  0.838  1.732
H  3.302  1.542  10.694
H  9.829  -0.062  2.108
H  -3.266  5.490  9.820
H  4.142  -4.924  3.171
H  -5.314  2.397  -3.596
H  -0.267  0.624  0.696
H  0.532  -0.317  -7.618
H  -10.764  -1.337  -1.975
H  -7.104  -3.511  -1.518
H  -9.123  -3.683  -5.246
H  6.276  -4.251  -5.075

Properties
lowest unoccupied orbital energy = 0.3 eV
molar mass = 869.7 g mol⁻¹
SMILES string = Fc1ccccc1.Fc1ccccc1.Fc1ccccc1.Fc1ccccc1.Fc1ccccc1.CNC(C)=O.CNC(C)=O.CNC(C)=O.ClCCl.ClCCl
gap between HOMO and LUMO = 9.3 eV

---

No. 2
C41H50F12O13 | wB97M-V/def2-TZVPD

Positions of all 116 atoms, in Å:
F  -0.745  -5.115  1.649
F  -0.228  9.710  -4.714
F  0.437  -5.483  -8.723
F  -1.151  -1.966  6.863
F  -0.396  -1.960  4.844
F  -2.310  9.137  -4.789
F  -0.890  8.240  -6.143
F  -1.419  -6.611  0.258
F  -1.642  -0.343  5.542
F  2.018  -6.929  -8.495
F  -2.838  -5.640  1.553
F  -0.036  -7.585  -8.566
O  0.102  -3.630  -1.534
O  1.588  5.115  1.143
O  0.907  -1.568  -1.804
O  -0.776  6.380  -4.111
O  -0.460  -5.877  -6.236
O  -0.641  8.074  -2.641
O  1.476  -6.928  -5.792
O  -1.379  -8.409  2.355
O  -3.162  -3.416  5.643
O  -1.230  -6.667  3.769
O  -3.187  -1.887  3.996
O  5.761  5.268  3.352
O  0.082  1.829  1.434
C  0.778  -6.622  -8.093
C  3.079  2.556  -2.874
C  0.023  -4.531  -4.266
C  -1.068  -7.573  4.873
C  3.692  4.386  -1.067
C  -0.439  7.131  -1.574
C  -2.578  1.003  0.069
C  -2.710  -2.441  5.116
C  1.048  -2.817  0.468
C  2.709  3.572  2.697
C  0.421  -2.192  1.512
C  -4.673  2.085  -0.957
C  -2.575  3.406  -0.687
C  0.374  -8.024  4.990
C  -5.607  -2.095  4.080
C  -1.476  -1.676  5.598
C  5.034  4.565  1.127
C  -1.378  -7.230  2.564
C  -4.325  -2.538  3.404
C  5.016  4.588  2.694
C  -0.871  2.220  3.624
C  -1.858  2.258  -0.103
C  -1.054  8.661  -4.883
C  2.564  4.448  1.423
C  -3.978  0.958  -0.358
C  0.674  -6.498  -6.572
C  2.875  0.974  -3.118
C  -1.590  -6.150  1.502
C  2.328  -1.376  -2.050
C  -3.960  3.362  -1.112
C  3.916  3.666  3.330
C  -0.798  7.551  -3.862
C  3.832  4.471  0.490
C  -0.709  -5.733  -4.824
C  3.342  2.852  -1.357
C  -0.359  2.490  0.247
C  0.666  -2.689  -1.030
C  1.607  2.626  3.270
C  2.708  0.140  -1.792
C  0.209  2.712  2.554
C  1.013  6.708  -1.498
H  -6.474  -2.528  3.579
H  -0.723  7.639  -0.653
H  -4.340  -2.242  2.355
H  2.791  4.998  -1.337
H  5.989  4.623  0.559
H  -4.456  4.251  -1.573
H  2.141  3.058  -3.239
H  1.537  2.726  4.387
H  -2.042  0.134  0.514
H  0.512  -8.647  5.874
H  -0.235  -3.630  -4.828
H  -1.102  6.271  -1.687
H  -1.920  2.423  3.305
H  4.107  3.086  4.263
H  -4.532  -0.001  -0.218
H  1.181  6.053  -0.636
H  -1.748  -8.422  4.782
H  -0.705  1.107  3.712
H  -0.161  3.590  0.216
H  4.187  2.263  -0.915
H  3.820  0.636  -3.634
H  1.845  0.576  -1.225
H  -0.619  2.632  4.638
H  -0.445  -6.647  -4.289
H  -0.562  -1.672  1.469
H  2.372  2.671  -0.812
H  0.239  2.043  -0.605
H  4.607  4.725  -1.606
H  1.314  6.177  -2.404
H  -0.229  -4.375  -3.212
H  3.647  0.121  -1.178
H  1.105  -4.659  -4.347
H  -2.017  4.364  -0.821
H  0.679  -8.596  4.112
H  1.040  -7.161  5.057
H  0.907  -2.244  2.518
H  1.982  1.572  3.100
H  -4.209  -3.623  3.432
H  1.890  -3.515  0.713
H  -5.734  2.041  -1.293
H  -1.784  -5.593  -4.713
H  -5.694  -1.007  4.062
H  -5.624  -2.401  5.127
H  2.004  0.761  -3.784
H  3.919  2.908  -3.527
H  2.643  -1.754  -3.055
H  -1.357  -7.024  5.770
H  -0.054  3.779  2.342
H  1.663  7.582  -1.409
H  2.868  -2.015  -1.290

Properties
lowest unoccupied orbital energy = -0.9 eV
molar mass = 978.8 g mol⁻¹
SMILES string = C=CC(=O)OCCCCCCC1=CC(=O)C=C(C[C@H](C)OCc2ccccc2)C1=O.CCOC(=O)C(F)(F)F.CCOC(=O)C(F)(F)F.CCOC(=O)C(F)(F)F.CCOC(=O)C(F)(F)F
gap between HOMO and LUMO = 8.3 eV

---

No. 3
C41H50N2O3P | wB97M-V/def2-TZVPD

Positions of all 97 atoms, in Å:
P  1.755  1.002  -0.440
O  0.059  1.322  -0.017
O  2.490  2.386  -0.694
O  1.941  -0.169  -1.715
N  6.732  -1.811  -0.205
N  4.895  -5.185  1.328
C  3.956  -0.427  0.720
C  -1.670  -0.484  5.708
C  4.554  -8.876  6.036
C  -4.119  -0.507  7.043
C  -6.918  8.749  -5.219
C  -2.802  -1.001  5.078
C  2.494  0.160  1.155
C  -4.027  -1.010  5.745
C  -5.792  6.198  -5.108
C  4.874  -6.835  4.161
C  -3.161  3.891  -0.799
C  -2.831  4.750  -1.846
C  -3.423  6.010  -1.929
C  -6.310  6.783  -3.953
C  5.280  -8.134  3.854
C  -0.796  1.784  2.424
C  4.003  0.783  -3.038
C  4.144  -7.578  6.341
C  -0.149  -2.280  -4.795
C  -5.830  6.892  -6.318
C  -0.870  -3.681  -6.626
C  -0.024  2.315  1.065
C  -1.764  0.027  7.002
C  2.401  0.435  -2.975
C  -1.795  -1.464  -6.364
C  4.302  -6.559  5.402
C  -1.003  -1.268  -5.234
C  -0.081  -3.486  -5.493
C  -4.340  6.414  -0.958
C  -6.875  8.057  -4.008
C  -2.988  0.015  7.670
C  5.118  -9.155  4.791
C  5.649  -2.648  0.452
C  4.176  -2.031  0.942
C  -1.731  -2.672  -7.059
C  3.524  -4.684  1.750
C  3.119  -3.101  1.588
C  -6.391  8.168  -6.372
C  -4.083  4.292  0.168
C  5.943  -4.266  0.700
C  -4.668  5.556  0.091
H  -0.882  0.436  7.490
H  -0.715  -0.479  5.190
H  -1.051  -0.326  -4.693
H  1.007  2.749  1.421
H  6.328  -1.010  -0.763
H  -2.351  -2.827  -7.938
H  -2.111  4.438  -2.599
H  -5.358  5.203  -5.066
H  -5.381  5.872  0.848
H  -2.462  -0.677  -6.705
H  5.433  -10.167  4.551
H  4.193  1.887  -2.625
H  2.750  -5.442  2.216
H  -2.730  -1.397  4.069
H  4.434  -9.670  6.768
H  -2.702  2.908  -0.736
H  -4.344  3.621  0.982
H  0.587  -4.273  -5.154
H  4.705  -0.004  -2.531
H  4.318  0.837  -4.187
H  2.056  -2.751  1.929
H  5.721  -8.351  2.885
H  -7.282  8.511  -3.108
H  -1.113  2.717  3.098
H  3.979  -5.548  5.639
H  -4.799  7.397  -1.020
H  5.003  -6.040  3.432
H  -4.910  -1.411  5.254
H  -5.072  -0.521  7.564
H  5.177  -6.195  1.451
H  -3.061  0.412  8.679
H  -6.419  8.709  -7.315
H  -5.422  6.439  -7.217
H  2.211  -0.387  -3.820
H  6.983  -4.708  0.389
H  4.764  0.129  1.393
H  -0.815  -4.620  -7.171
H  2.644  1.001  1.954
H  -1.759  1.151  2.220
H  3.701  -7.362  7.309
H  4.205  -0.118  -0.405
H  -3.169  6.678  -2.747
H  -0.059  1.155  3.121
H  1.711  1.343  -3.263
H  -6.274  6.245  -3.009
H  1.745  -0.620  1.600
H  -7.360  9.740  -5.263
H  7.168  -2.459  -0.927
H  -0.654  3.235  0.671
H  0.464  -2.128  -3.911

Properties
charge = +1
lowest unoccupied orbital energy = -4.9 eV
molar mass = 649.8 g mol⁻¹
gap between HOMO and LUMO = 5.3 eV

---

No. 4
C41H50N9NiO2PS2 | wB97M-V/def2-TZVPD

Positions of all 106 atoms, in Å:
Ni  -0.118  0.232  -0.449
S  -1.343  -2.118  -0.170
S  -0.420  0.147  1.922
P  -2.252  1.315  -0.784
O  0.564  2.185  -0.113
O  3.316  -3.037  -0.673
N  -4.359  2.436  -2.157
N  1.986  -0.016  -0.636
N  0.124  -0.489  -2.502
N  -0.417  -4.448  0.656
N  -4.861  1.563  0.059
N  -1.028  1.957  3.731
N  0.179  2.883  2.071
N  -3.620  3.646  -0.179
N  1.205  -2.923  0.062
C  1.816  -0.874  -4.183
C  -2.136  4.166  3.921
C  0.509  -5.393  1.300
C  2.340  6.373  1.220
C  -3.696  0.675  0.167
C  0.397  -5.721  -3.201
C  -3.118  1.679  -2.379
C  -2.249  3.027  -0.118
C  2.416  -0.215  -1.900
C  0.811  -1.267  -5.080
C  1.309  -6.761  -3.323
C  -4.639  2.836  0.646
C  -0.789  0.133  5.391
C  1.582  5.246  1.499
C  1.855  -4.652  -1.619
C  -0.407  1.772  2.563
C  0.665  -4.665  -2.342
C  1.618  -6.069  3.450
C  -1.720  0.888  4.460
C  2.784  -5.675  -1.767
C  0.748  -5.030  2.757
C  -1.017  3.263  4.408
C  -5.318  1.707  -1.323
C  -0.135  -3.245  0.210
C  -0.496  -1.303  -4.659
C  2.873  0.288  0.293
C  4.243  0.387  0.022
C  2.501  -6.738  -2.610
C  3.014  5.403  -0.879
C  3.056  6.451  0.033
C  1.528  4.197  0.586
C  1.418  -0.518  -2.896
C  2.209  -3.512  -0.730
C  4.685  0.146  -1.252
C  3.217  -0.839  -4.528
C  2.248  4.282  -0.605
C  3.758  -0.173  -2.259
C  -0.794  -0.901  -3.354
C  0.716  2.973  0.858
C  -4.131  3.734  -1.626
C  4.140  -0.487  -3.613
H  4.927  0.637  0.820
H  -1.350  -0.609  5.958
H  -1.560  3.656  -0.682
H  -5.551  3.433  0.649
H  2.209  3.458  -1.304
H  -4.231  2.761  1.653
H  -5.059  4.304  -1.581
H  -2.518  1.372  5.026
H  2.379  7.187  1.931
H  -0.518  -5.733  -3.777
H  -3.113  3.701  4.069
H  -1.813  -0.933  -2.987
H  3.652  7.329  -0.180
H  1.440  -5.427  0.738
H  1.094  -7.590  -3.985
H  1.437  -1.959  0.291
H  1.223  -4.046  2.802
H  -3.394  0.561  1.211
H  -1.925  3.019  0.925
H  -6.266  2.246  -1.328
H  1.030  5.166  2.426
H  -1.290  -1.631  -5.314
H  -0.216  -4.939  3.266
H  -0.048  3.729  4.250
H  -0.011  -0.378  4.825
H  1.826  -5.781  4.479
H  3.214  -7.544  -2.719
H  -1.125  3.059  5.473
H  2.577  -6.189  2.943
H  0.056  -6.380  1.208
H  3.717  -5.628  -1.222
H  5.190  -0.459  -3.873
H  -3.359  0.751  -2.896
H  3.509  -1.103  -5.536
H  -2.132  5.110  4.464
H  5.740  0.194  -1.491
H  2.479  0.443  1.291
H  -3.964  -0.319  -0.193
H  1.132  -7.045  3.473
H  -0.311  0.807  6.104
H  -3.377  4.282  -2.189
H  -2.184  0.216  3.741
H  -0.040  -3.846  -2.259
H  -5.480  0.718  -1.747
H  -1.996  4.388  2.859
H  -1.407  -4.648  0.719
H  -3.567  4.589  0.212
H  -2.451  2.245  -3.033
H  1.076  -1.555  -6.090
H  3.580  5.463  -1.798

Properties
charge = +2
lowest unoccupied orbital energy (alpha / beta) = -4.8 / -4.8 eV
molar mass = 854.7 g mol⁻¹
multiplicity = 3
gap between HOMO and LUMO (alpha / beta) = 8.1 / 8.2 eV